No. 1
Here is a 2-piece molecular cluster, C5H10NO overall from OMol25. Energies are from ωB97M-V/def2-TZVPD.

## Properties
Net charge   +1
Energy relative to the best compared isomer or geometry (same formula, charge and spin)   7.090 eV
Spin multiplicity   1

Each line ends with the natural charge from an NBO analysis.
CARTESIAN COORDINATES (ANGSTROEM)
O 0.296388 -2.044079 -0.967058  -0.5153
C -0.553619 -1.228167 -1.558799  0.4290
C -1.379973 -0.051391 -1.080167  -0.5227
C -0.971185 0.479564 0.319971  -0.4923
C 0.397914 0.277482 0.870217  0.4544
C 1.422930 0.150464 -0.147825  -0.5512
N 0.427965 0.179347 2.166441  -0.7016
H -0.987594 -1.489969 -2.524396  0.1574
H -1.306099 0.753144 -1.890432  0.2639
H -2.375809 -0.434539 -0.975810  0.2788
H -1.633884 0.075227 1.074554  0.2487
H -1.035319 1.646652 0.193853  0.3016
H 2.192601 -0.599683 -0.036430  0.3063
H 1.454352 0.981383 -1.003682  0.2932
H 3.126823 1.097183 0.226796  0.1837
H -0.122309 -0.486245 2.618785  0.4325
H 1.046824 0.693623 2.713979  0.4336

Forces on the atoms, in the same order (eV/Å):
O -4.454 4.978 -2.570
C 2.122 -4.514 2.016
C 2.705 0.757 0.604
C -0.433 1.013 -1.228
C -0.594 0.048 -2.642
C 3.739 5.482 0.036
N 0.971 0.037 -0.551
H 0.734 -0.534 -0.539
H -0.373 -1.167 1.063
H -0.731 -0.078 -0.459
H -0.558 0.579 0.173
H 0.004 -1.880 0.983
H -0.139 -0.423 -0.315
H -0.577 -2.783 1.417
H -2.631 -1.181 0.092
H -1.863 -0.521 0.993
H 2.079 0.187 0.929



No. 2
Here is an isolated ion of composition C5H10NO and charge +1 from OMol25. Energies are from ωB97M-V/def2-TZVPD.

## Properties
SMILES   C=C/[N+](=C/O)CC
Net charge   +1
Energy relative to the best compared isomer or geometry (same formula, charge and spin)   2.858 eV
Spin multiplicity   1

Each line ends with the natural charge from an NBO analysis.
CARTESIAN COORDINATES (ANGSTROEM)
C 1.196300 -0.731139 -0.532862  -0.0281
C 2.171666 0.222195 -0.377567  -0.3483
C -0.014085 1.001339 -1.265271  0.5600
C -1.000628 -0.522007 1.594523  -0.6327
C -1.209572 -0.718607 0.079386  -0.2407
N -0.096509 -0.196808 -0.695380  -0.3495
O -0.771086 2.053560 -1.078335  -0.5965
H 1.352631 -1.795447 -0.639064  0.2498
H 1.969900 1.225588 -0.107817  0.2165
H 3.177985 -0.204102 -0.214453  0.2495
H 0.490928 1.055344 -2.150850  0.2163
H -0.767428 0.549968 1.756460  0.2061
H -1.709673 -1.071340 2.249345  0.2636
H -0.047939 -0.914710 1.943754  0.2278
H -2.150067 -0.363740 -0.109684  0.2306
H -1.183875 -1.785501 -0.072198  0.2374
H -1.408549 2.195407 -0.379986  0.5379

Forces on the atoms, in the same order (eV/Å):
C 1.657 1.983 -0.274
C 0.035 -4.049 0.740
C -3.748 -0.442 1.690
C 1.408 0.320 0.237
C 2.100 -1.692 2.805
N -0.357 1.708 -0.182
O 0.917 -0.320 -1.176
H -0.090 0.015 0.105
H -0.097 0.806 0.105
H -0.375 0.787 -0.529
H 2.085 0.490 -1.797
H -1.188 -0.286 0.526
H -0.119 1.101 -0.628
H 0.299 -0.551 -0.417
H -2.090 1.228 -1.517
H -0.211 -0.405 -0.512
H -0.225 -0.691 0.823



No. 3
Here is a 2-piece molecular cluster, C5H10NO overall from OMol25. Energies are from ωB97M-V/def2-TZVPD.

## Properties
Net charge   +1
Energy relative to the best compared isomer or geometry (same formula, charge and spin)   3.973 eV
Spin multiplicity   1

Each line ends with the natural charge from an NBO analysis.
CARTESIAN COORDINATES (ANGSTROEM)
C -2.452560 -0.595197 0.284434  0.3666
C -2.249652 0.829489 0.070429  -0.2249
C 0.059745 1.042830 -0.144011  -0.5515
C 1.336586 0.776161 0.510667  0.2184
C 1.503969 -1.537414 -0.237861  -0.4664
N 1.966772 -0.359949 0.438627  -0.4175
O -1.677293 -1.500357 0.240138  -0.4745
H -3.535846 -0.776977 0.507482  0.1655
H -2.485422 1.491346 0.890027  0.2482
H -2.449811 1.216919 -0.916701  0.2478
H -0.103707 0.441500 -1.024614  0.2359
H -0.145415 2.096388 -0.239594  0.2431
H 2.043974 -2.402504 0.136645  0.2431
H 0.430820 -1.678721 -0.084101  0.2657
H 1.692513 -1.456976 -1.312723  0.2332
H 2.887708 -0.422603 0.860806  0.4333
H 1.780537 1.568758 1.095492  0.2341

Forces on the atoms, in the same order (eV/Å):
C -1.108 -0.590 0.263
C 3.209 0.497 0.389
C -1.313 -0.109 -0.095
C -1.763 -0.551 0.174
C -0.463 -0.752 -0.638
N 0.318 0.967 0.425
O 0.285 -0.060 -0.018
H 0.163 -0.114 -0.058
H -0.112 0.060 0.143
H -0.037 0.079 -0.217
H 0.169 0.098 -0.331
H 0.270 0.180 -0.258
H 0.009 0.051 0.045
H 0.233 0.070 0.067
H 0.025 0.034 0.072
H -0.153 0.154 0.028
H 0.267 -0.015 0.009



No. 4
Here is C5H10NO2 as an isolated structure from OMol25. Energies are from ωB97M-V/def2-TZVPD.

## Properties
Net charge   -1
Energy relative to the best compared isomer or geometry (same formula, charge and spin)   5.801 eV
Spin multiplicity   1

Each line ends with the natural charge from an NBO analysis.
CARTESIAN COORDINATES (ANGSTROEM)
C -2.226076 0.940535 1.239717  0.4839
N -1.808320 0.786279 0.021502  -0.6987
C 1.951987 -0.118782 0.497192  -0.6300
C 0.812092 0.815405 0.171614  -0.4224
C -0.586204 0.048610 -0.176710  -0.0790
C -0.510353 -0.784053 -1.459939  -0.2642
O 0.695151 -1.985977 -1.231028  -0.7038
O -2.972925 1.735553 1.834043  -0.7454
H -1.826280 0.197162 2.025252  -0.0152
H 0.730951 -0.997103 -1.641206  0.4354
H 2.415894 -0.699051 -0.298529  0.2138
H 2.801479 0.365144 0.974677  0.1885
H 1.586014 -0.945524 1.115491  0.2119
H 0.988952 1.387041 -0.776984  0.1706
H 0.603769 1.587072 0.913865  0.2226
H -0.581092 -0.532019 0.742558  0.1676
H -1.283808 -1.545315 -1.611677  0.2366
H -0.791229 -0.254977 -2.339838  0.2278

Forces on the atoms, in the same order (eV/Å):
C 0.647 -0.974 2.370
N 0.346 1.411 -2.522
C 0.484 -0.778 0.511
C -1.505 0.570 -3.097
C 0.422 0.109 2.912
C -3.841 -2.289 3.046
O -1.125 3.135 -1.868
O -0.662 0.584 -1.108
H 0.469 -0.260 -0.645
H 3.256 -1.749 -0.152
H -0.321 0.462 -0.584
H -0.114 0.286 0.404
H 0.048 0.314 0.437
H 0.434 -0.052 0.629
H -0.031 -0.407 0.225
H 0.177 -1.710 -0.149
H -0.289 0.321 1.085
H 1.605 1.027 -1.496



No. 5
Here is an isolated ion of composition C5H10NO2 and charge -1 from OMol25. Energies are from ωB97M-V/def2-TZVPD.

## Properties
SMILES   NC(=O)CCCC[O-]
Net charge   -1
Energy relative to the best compared isomer or geometry (same formula, charge and spin)   2.532 eV
Spin multiplicity   1

Each line ends with the natural charge from an NBO analysis.
CARTESIAN COORDINATES (ANGSTROEM)
C -1.709598 0.300003 1.345362  0.0189
O -2.098704 1.453793 0.867112  -0.9494
C -1.059676 -0.718796 0.247623  -0.4645
C 0.470008 -0.922978 0.535972  -0.3869
C 1.590707 -0.093200 -0.158748  -0.5114
C 1.290765 0.147056 -1.572076  0.6957
N 0.511225 1.349077 -1.550752  -0.8846
O 1.594543 -0.467545 -2.573350  -0.6338
H -2.462552 -0.335954 1.924965  0.0418
H -0.933944 0.545196 2.047263  0.0696
H -1.324864 -0.380942 -0.686109  0.2018
H -1.479806 -1.712069 0.481207  0.1754
H 0.565345 -0.627215 1.544936  0.2022
H 0.746817 -1.932701 0.327979  0.1840
H 2.528242 -0.663392 -0.046360  0.2079
H 1.677196 0.855088 0.389975  0.2178
H 0.129956 1.646031 -2.447798  0.3785
H -0.035660 1.558546 -0.677201  0.4371

Forces on the atoms, in the same order (eV/Å):
C 0.264 -0.957 -0.778
O -1.039 1.252 -1.271
C 1.056 -0.701 3.876
C -0.570 0.676 -1.588
C 0.606 -1.055 1.352
C -1.870 3.072 -0.015
N 0.364 -0.970 -0.625
O 0.141 0.037 0.225
H -0.020 0.314 -0.294
H 1.297 -0.693 1.294
H -0.564 0.624 -2.245
H -0.120 0.208 -0.520
H 0.280 -0.513 1.450
H 0.037 -0.928 0.339
H -0.246 0.266 -0.025
H 0.184 -0.231 -0.440
H -0.170 -0.221 0.574
H 0.371 -0.179 -1.309



No. 6
Here is an isolated ion of composition C5H10NO2 and charge -1 from OMol25. Energies are from ωB97M-V/def2-TZVPD.

## Properties
SMILES   CC(C)CNC(=O)[O-]
Net charge   -1
Energy relative to the best compared isomer or geometry (same formula, charge and spin)   1.094 eV
Spin multiplicity   1

Each line ends with the natural charge from an NBO analysis.
CARTESIAN COORDINATES (ANGSTROEM)
C 0.258438 -0.237143 -0.834644  -0.1782
C 0.164409 0.673477 0.442469  -0.2299
C -1.207457 0.439851 1.098701  -0.6229
C 0.424089 2.156723 0.198275  -0.5965
N 0.842014 -1.526917 -0.478128  -0.7329
C 0.274458 -2.821561 -0.863233  0.8838
O -0.648785 -2.669801 -1.658356  -0.7888
O 0.887894 -3.798898 -0.355464  -0.8079
H 0.814999 0.468850 -1.558752  0.1280
H -0.732734 -0.261205 -1.207252  0.2156
H 0.894817 0.461003 1.095254  0.1802
H -1.389286 -0.587630 1.557754  0.2220
H -2.001338 0.467625 0.383600  0.1963
H -1.647559 1.054142 1.819654  0.1903
H 0.202657 2.751139 1.151160  0.1930
H -0.284648 2.505196 -0.628317  0.1870
H 1.410647 2.383397 -0.159840  0.1993
H 1.737386 -1.458246 -0.002882  0.3618

Forces on the atoms, in the same order (eV/Å):
C 1.992 1.627 1.151
C -2.785 0.856 -1.516
C -0.398 -2.616 -0.134
C -2.507 1.059 -0.353
N -0.243 1.282 -0.263
C 2.104 0.958 0.670
O -1.240 -1.037 -0.529
O -0.899 0.365 -0.533
H -0.107 -1.469 0.341
H -0.772 -0.871 -0.575
H 2.693 -1.620 2.472
H 0.917 0.911 -0.722
H -0.369 0.004 -1.204
H 0.366 1.777 1.622
H 0.341 -0.639 -1.334
H 0.731 -0.062 1.078
H 0.649 -0.076 -0.023
H -0.473 -0.447 -0.149



| no. | frontier orbital gap (eV) |
| --- | --- |
| 1 | 7.417 |
| 2 | 10.014 |
| 3 | 8.044 |
| 4 | 7.111 |
| 5 | 6.376 |
| 6 | 7.583 |